Model a:
A cluster of 21 separate species, C2H44O22 in total. Source: OMol25; level of theory: ωB97M-V/def2-TZVPD.

The geometry in XYZ format:
```
68
Properties=species:S:1:pos:R:3
O 13.485 5.746 -6.260
O 6.829 6.040 -4.712
O 9.250 8.979 -0.457
O 12.492 10.415 -5.416
O 9.935 10.452 -3.068
O 10.843 3.318 -0.825
O 13.285 5.131 -2.534
O 11.205 8.303 -4.283
O 9.970 3.778 -6.866
O 13.771 7.513 -4.134
O 12.724 8.185 -0.187
O 12.767 9.912 -2.536
O 9.952 3.016 -4.263
O 10.631 5.154 -2.669
O 12.998 3.376 -4.680
O 7.426 8.304 -2.746
O 11.295 7.458 -6.624
O 8.621 6.232 -6.861
O 8.766 8.677 -5.033
O 7.411 3.771 -3.222
O 10.519 6.642 -0.107
O 8.170 5.788 -1.726
C 10.780 5.997 -3.766
C 10.801 7.436 -3.309
H 8.898 5.322 -6.922
H 8.595 6.509 -5.933
H 13.376 4.630 -1.713
H 12.453 2.967 -3.968
H 9.942 7.428 -0.207
H 8.837 9.311 -5.741
H 12.733 2.887 -5.423
H 12.318 5.170 -2.658
H 11.969 9.719 -4.975
H 12.728 6.320 -6.363
H 9.113 3.485 -7.222
H 10.197 3.846 -3.771
H 10.588 11.024 -3.418
H 10.536 6.881 -6.623
H 6.468 3.683 -3.119
H 6.697 5.281 -5.239
H 10.600 6.253 -0.980
H 9.993 5.874 -4.519
H 12.560 8.809 -0.863
H 8.840 9.101 -1.305
H 9.918 7.691 -2.694
H 11.762 3.577 -0.614
H 7.465 5.644 -4.095
H 12.141 10.625 -2.351
H 14.292 8.263 -4.426
H 12.826 7.766 -4.225
H 11.345 7.806 -5.753
H 7.806 8.491 -3.601
H 8.507 8.633 0.096
H 11.706 5.823 -4.262
H 10.369 2.340 -3.730
H 6.487 8.123 -2.926
H 10.712 3.912 -1.637
H 7.847 6.633 -1.965
H 11.935 7.652 -0.165
H 13.759 5.349 -7.137
H 7.740 4.501 -2.632
H 13.333 10.314 -5.005
H 10.077 3.352 -6.040
H 9.028 5.778 -2.201
H 10.305 9.574 -3.168
H 12.367 9.264 -3.141
H 11.619 7.490 -2.585
H 9.702 8.391 -4.799
```

Output
- net charge = -2
- HOMO energy (eV) = -3.2
- frontier orbital gap (hartree) = 0.28776

Model b:
A cluster of 21 separate species, C2H44O22 in total. Source: OMol25; level of theory: ωB97M-V/def2-TZVPD.

The geometry in XYZ format:
```
68
Properties=species:S:1:pos:R:3
O 1.105 -3.004 0.368
O 4.338 -0.839 -0.368
O 1.715 -0.465 0.202
O -0.329 3.751 2.363
O 1.668 -1.433 -2.310
O -0.654 -3.346 -1.809
O 2.698 -1.139 2.507
O -2.817 0.302 -2.202
O 0.108 3.256 -0.199
O -2.769 -0.897 0.920
O 0.778 0.956 3.860
O 3.356 1.742 1.698
O -1.365 1.231 -0.020
O -3.331 -2.403 -2.306
O -0.752 -1.450 3.482
O -3.543 2.698 0.588
O -1.653 1.306 2.563
O 2.578 1.737 -1.042
O -1.361 -3.166 1.265
O -0.991 1.672 -3.822
O -0.607 -1.286 -3.737
O 1.660 2.535 -3.561
C -0.374 0.329 -0.373
C 0.542 0.056 0.726
H -1.632 1.858 -4.484
H -1.466 1.437 1.651
H -3.505 3.392 -0.020
H 0.786 2.260 -3.812
H 0.632 0.010 4.002
H -3.988 -2.503 -1.548
H -2.688 -0.629 -2.334
H 4.209 -0.975 -1.307
H -2.329 0.560 -1.409
H -0.567 -3.041 0.721
H 3.471 1.535 -1.268
H -1.556 1.066 -3.274
H -0.873 -2.071 -3.342
H 0.133 -0.647 1.448
H 0.793 1.029 1.286
H -0.122 3.768 1.403
H 2.059 -0.779 1.848
H -0.459 2.475 -0.122
H 2.164 0.956 -0.656
H 3.428 -0.862 -0.053
H 1.207 -2.049 0.308
H -2.185 -1.606 1.124
H -2.735 2.193 0.411
H -0.986 0.637 2.753
H 0.074 0.915 -1.175
H -1.621 -1.146 3.762
H -1.010 -2.919 2.119
H -0.473 2.845 2.639
H 1.147 -3.102 1.322
H 2.691 1.199 1.342
H 2.903 -0.486 3.176
H -0.253 -1.818 4.200
H -1.279 -1.194 -4.355
H -0.105 -4.071 -2.028
H 1.657 2.244 -2.663
H -0.091 -2.942 -1.174
H 1.602 -1.078 -1.419
H -2.492 -2.536 -1.918
H 3.016 2.007 2.552
H -2.162 -0.240 0.586
H -0.797 -0.634 -0.731
H 1.611 1.005 4.321
H 0.810 -1.104 -2.542
H 0.982 2.899 -0.133
```

Output
- net charge = -2
- HOMO energy (eV) = -3.2
- frontier orbital gap (hartree) = 0.25982

Verdict on stability: model a comes out on top.

Model a:
A structure of composition C3H7N. Source: OMol25; level of theory: ωB97M-V/def2-TZVPD.

The geometry in XYZ format:
```
11
Properties=species:S:1:pos:R:3
N 0.086 0.694 -1.469
C -0.335 0.537 -0.200
C -1.108 -0.754 0.127
C 1.201 0.399 0.099
H 1.263 0.352 1.191
H -2.138 -0.602 0.417
H 1.654 -0.531 -0.237
H 1.830 1.212 -0.229
H -1.097 -1.347 -0.784
H -0.576 -1.389 0.826
H -0.779 1.428 0.261
```

Output
- net charge = 0
- HOMO energy (eV) = -8.1
- frontier orbital gap (hartree) = 0.29689

Model b:
An isolated molecule of C3H7N. Source: OMol25; level of theory: ωB97M-V/def2-TZVPD.

The geometry in XYZ format:
```
11
Properties=species:S:1:pos:R:3
N 0.151 1.862 0.319
C -0.298 -1.852 -0.378
C -0.170 -0.528 0.322
C 0.271 0.594 -0.245
H -0.053 -2.678 0.295
H 0.315 -1.878 -1.282
H -1.323 -2.003 -0.724
H -0.634 -0.450 1.300
H 0.876 2.533 0.131
H 0.845 0.597 -1.163
H -0.207 1.919 1.260
```

Output
- net charge = 0
- HOMO energy (eV) = -7.9
- frontier orbital gap (hartree) = 0.33662

Verdict on stability: model b comes out on top.

Model a:
A structure of composition C41H49ClIrN6O6S2SiTe. Source: OMol25; level of theory: ωB97M-V/def2-TZVPD.

The geometry in XYZ format:
```
108
Properties=species:S:1:pos:R:3
Ir 0.108 -0.374 0.145
Te -2.912 -0.707 -1.686
Cl -1.862 1.807 1.313
S -1.127 0.472 -4.543
S 0.807 1.387 -1.243
Si 3.720 3.406 -1.425
O -2.782 1.201 2.214
O -0.556 1.067 1.463
O -1.598 3.158 1.628
O -2.316 1.657 -0.052
O 2.687 -3.159 -5.232
O -0.579 -1.829 1.521
N 1.277 -1.394 -5.280
N 1.987 0.234 0.612
N 0.040 2.832 -3.970
N -1.864 -1.136 -0.052
N 0.862 -1.843 -1.076
N -2.136 2.837 -3.748
C -2.756 -4.097 1.420
C 1.144 -3.046 -0.551
C -6.948 -0.680 -3.142
C -7.220 -0.105 -0.851
C -3.170 -5.013 -2.525
C -0.210 4.124 -3.340
C 4.346 1.566 0.729
C -1.077 2.094 -4.077
C -3.489 -3.771 -1.975
C -2.719 -2.685 -2.403
C 1.677 -4.073 -1.306
C -1.749 4.165 -3.274
C -5.304 0.061 0.733
C -4.629 -3.700 -0.995
C -5.568 -0.781 -2.988
C -5.047 -0.600 -1.698
C 2.465 4.725 -1.003
C -3.515 2.417 -3.838
C -1.684 -2.836 -3.323
C 3.430 1.956 -0.242
C -4.658 -4.374 2.861
C 2.875 -0.130 1.540
C -4.769 -1.031 -4.249
C 3.515 2.797 -3.194
C 1.934 -3.859 -2.648
C 1.091 -1.643 -2.384
C -3.698 -4.917 2.017
C -2.145 -5.175 -3.443
C -9.275 -0.238 -2.299
C -4.663 -3.012 3.129
C -2.788 -2.728 1.664
C -7.794 -0.362 -2.089
C 2.240 1.235 -0.251
C -5.851 -0.209 -0.634
C -1.391 -4.083 -3.845
C 5.457 4.028 -1.152
C 1.621 -2.625 -3.200
C -3.723 -2.182 2.535
C -1.764 -1.869 1.034
C 4.084 0.525 1.622
C 1.915 -2.413 -4.666
H -5.151 -0.875 1.271
H 2.896 3.479 -3.781
H 2.731 5.220 -0.068
H -4.129 3.140 -3.305
H -2.170 4.940 -3.917
H 2.372 -4.620 -3.281
H 3.065 1.803 -3.228
H -9.519 0.738 -2.722
H -3.655 1.439 -3.380
H 4.802 0.236 2.374
H -6.004 0.661 1.311
H -4.729 -4.652 -0.476
H -3.676 -1.124 2.764
H -3.848 2.361 -4.876
H 1.466 -1.265 -6.260
H -2.116 4.316 -2.258
H 0.552 -0.827 -4.859
H 0.839 -0.661 -2.757
H 4.485 2.732 -3.691
H -5.391 -2.596 3.813
H 5.669 4.847 -1.842
H 2.416 5.488 -1.782
H -4.667 -2.097 -4.458
H -5.391 -5.018 3.325
H 6.199 3.249 -1.332
H -7.364 -0.832 -4.132
H -0.590 -4.196 -4.566
H -9.817 -0.339 -1.361
H -3.683 -5.982 1.829
H -4.494 -2.929 -0.237
H 5.598 4.412 -0.140
H -4.353 0.592 0.701
H -3.766 -0.593 -4.258
H -5.295 -0.572 -5.086
H 1.892 -5.020 -0.833
H -2.003 -4.513 0.761
H -9.638 -0.996 -2.992
H 0.195 4.934 -3.945
H -3.747 -5.876 -2.212
H 0.241 4.162 -2.344
H 0.933 -3.163 0.503
H -7.850 0.186 -0.020
H -1.116 -1.972 -3.648
H -5.569 -3.496 -1.510
H -1.934 -6.158 -3.843
H 0.933 2.371 -3.911
H 5.297 2.081 0.796
H 2.584 -0.929 2.209
H 1.467 4.297 -0.874
```

Output
- net charge = +1
- HOMO energy (eV) = -10.5
- frontier orbital gap (hartree) = 0.28705

Model b:
A structure of composition C41H49ClIrN6O6S2SiTe. Source: OMol25; level of theory: ωB97M-V/def2-TZVPD.

The geometry in XYZ format:
```
108
Properties=species:S:1:pos:R:3
Ir -0.353 -0.260 0.484
Te 1.812 2.610 1.317
Cl 3.114 -0.180 1.043
S 0.760 -0.927 -3.128
S -2.381 -1.440 0.524
Si -5.807 -0.796 0.081
O 0.579 -6.258 -1.844
O 0.312 3.643 -0.451
O 3.824 0.965 0.546
O 2.013 0.394 1.965
O 2.443 -0.858 -0.035
O 3.938 -1.048 1.803
N -0.081 -0.204 -5.610
N 0.432 1.464 0.038
N 0.245 -4.423 -3.140
N 0.153 -2.221 0.499
N 1.766 0.749 -4.955
N -2.106 1.005 0.735
C -5.805 -2.010 1.490
C -1.210 -1.097 -5.676
C 4.271 2.652 5.132
C -1.817 3.694 4.387
C 2.271 1.269 4.780
C -0.993 4.683 3.870
C 0.291 0.627 -6.752
C 6.325 3.948 5.780
C -0.875 2.311 -1.984
C 0.232 3.034 2.649
C 0.019 -2.953 -0.620
C 0.046 4.376 2.996
C 0.489 -5.054 -1.971
C 1.520 -3.906 1.462
C 0.806 -0.121 -4.606
C -2.576 2.253 -4.195
C -1.914 3.428 -3.857
C -1.523 1.134 -2.345
C -0.011 2.480 -0.762
C -2.383 1.109 -3.433
C -3.661 2.774 0.615
C 5.250 4.075 3.502
C 1.557 1.355 -6.265
C 3.269 2.268 4.245
C -3.093 0.135 0.549
C 5.264 3.556 4.788
C -4.432 0.483 0.369
C 0.933 5.465 2.446
C 0.884 -2.690 1.527
C -4.685 1.849 0.409
C -1.079 3.459 -2.752
C -1.613 2.367 4.039
C -7.417 0.135 0.029
C 3.265 2.814 2.951
C 4.283 3.714 2.572
C -5.489 -1.607 -1.565
C 4.407 4.326 1.186
C 0.642 -4.175 -0.754
C 1.399 -4.658 0.304
C -2.375 2.320 0.769
C -0.585 2.040 3.169
H -1.026 -1.909 -6.384
H -5.490 -0.860 -2.363
H 4.487 3.560 0.412
H 2.094 -4.256 2.308
H 6.972 3.099 6.008
H -1.155 5.718 4.150
H -1.378 -1.519 -4.687
H 2.410 1.180 -6.918
H -2.098 -0.549 -5.992
H 1.400 2.430 -6.177
H 6.020 4.781 3.209
H 5.306 4.937 1.137
H -6.271 -2.339 -1.788
H -3.861 3.835 0.657
H -3.249 2.233 -5.044
H 0.488 6.447 2.596
H -7.472 0.810 -0.829
H -0.575 4.371 -2.466
H -1.361 0.226 -1.788
H 1.864 -5.630 0.206
H -5.699 2.208 0.272
H -2.909 0.194 -3.679
H -0.430 1.003 2.898
H 0.478 0.005 -7.628
H 4.266 2.225 6.131
H 6.949 4.754 5.396
H -2.069 4.327 -4.441
H 0.375 -3.423 -3.257
H 0.933 -2.068 2.410
H -8.245 -0.573 -0.056
H -4.529 -2.129 -1.583
H -0.640 -2.554 -1.380
H 5.877 4.277 6.718
H -4.975 -2.717 1.425
H 1.086 5.339 1.369
H 3.565 4.975 0.933
H 1.409 1.140 4.142
H 1.922 1.584 5.764
H -6.734 -2.586 1.493
H 2.749 0.294 4.895
H -2.617 3.959 5.066
H 1.906 5.456 2.945
H -1.556 2.998 0.944
H 2.515 0.980 -4.329
H -7.581 0.721 0.937
H 0.205 -5.004 -3.962
H -2.249 1.589 4.441
H -5.729 -1.490 2.448
H -0.517 1.319 -6.991
```

Output
- net charge = +1
- HOMO energy (alpha / beta) (eV) = -10.5 / -10.4
- frontier orbital gap (alpha / beta) (hartree) = 0.23226 / 0.22969

Verdict on stability: model a comes out on top.